1.
Formula: C5H13NO
Source: the Open Molecules 2025 dataset
Level of theory: ωB97M-V/def2-TZVPD

```
20
Properties=species:S:1:pos:R:3:forces:R:3:mulliken_spin:R:1
C 0.9694 1.7524 0.8517 0.35 0.58 -1.04 0.070
C 1.1084 0.4203 1.4850 -4.47 1.32 4.30 -0.039
O 1.6761 -0.5716 1.0807 1.62 -1.38 -1.26 0.844
N 0.3216 0.2010 2.6351 2.50 0.17 -2.29 0.118
H 0.7226 2.5357 1.5613 0.31 -0.21 0.46 0.007
H 0.1239 1.7219 0.1599 0.10 -0.41 -0.15 -0.006
H 0.5418 -0.6607 3.1361 -0.71 0.44 0.12 0.000
H -0.3129 0.9363 2.9491 0.31 -0.52 -0.03 0.005
H 1.8593 2.0112 0.2828 0.00 0.01 -0.02 -0.002
C -1.4247 -0.5762 -2.4012 -0.21 -0.99 -0.82 0.001
C -0.1310 0.1299 -2.0752 0.88 -0.34 0.53 0.001
C -2.0744 -1.3352 -1.2597 -0.63 0.58 0.15 0.000
H -2.1530 0.1169 -2.7997 -0.10 0.42 -0.01 0.000
H -1.3222 -1.3045 -3.2053 0.41 0.04 -0.17 0.000
H 0.6987 0.1144 -2.7775 -0.49 0.10 -0.85 0.000
H -2.2153 -0.6622 -0.4071 0.20 -0.27 0.27 0.000
H 0.3925 -0.3591 -1.2463 -0.38 0.01 0.47 0.000
H -0.3330 1.1617 -1.8344 0.09 0.45 0.20 0.000
H -3.0843 -1.6037 -1.5590 -0.13 -0.13 -0.04 0.000
H -1.5884 -2.2679 -0.9880 0.36 0.12 0.17 0.000
```
Forces are in eV/Å.

- E_HOMO (alpha / beta): -14.332 / -14.329 eV
- HOMO-LUMO gap (alpha / beta): 9.6669 / 4.6778 eV
- Spin multiplicity: 2
- Total charge: +1
- ⟨S²⟩: 0.76


2.
Formula: C21H21NO6S
Source: the Open Molecules 2025 dataset
Level of theory: ωB97M-V/def2-TZVPD

```
50
Properties=species:S:1:pos:R:3:forces:R:3:mulliken_charge:R:1
C 4.5869 -3.7277 -2.0004 -0.09 0.13 0.38 -1.120
C 4.8398 -3.5947 -0.5053 0.48 -0.07 -0.35 -0.250
H 4.9626 -4.5739 -0.0372 -0.01 0.15 -0.02 0.309
H 5.7285 -2.9803 -0.3247 -0.13 -0.17 0.03 0.320
O 3.7250 -3.0034 0.1585 -0.31 -0.05 0.13 -0.342
C 3.6465 -1.6676 0.1381 0.19 0.20 -0.03 0.418
O 4.4844 -0.9531 -0.3607 -0.04 -0.09 -0.01 -0.646
C 2.4274 -1.1626 0.8102 -0.18 0.06 0.09 0.504
C 1.4209 -2.0108 1.2618 0.24 0.23 -0.04 -0.804
C 0.2853 -1.4965 1.8534 -0.17 -0.08 0.13 -0.454
C 0.1347 -0.1181 1.9848 0.21 -0.27 -0.09 0.766
C 1.1497 0.7339 1.5488 -0.07 -0.06 0.02 -0.165
C 2.2849 0.2144 0.9682 0.08 -0.22 0.01 -1.220
H 3.0777 0.8608 0.6222 0.05 0.05 -0.04 0.426
H 1.0320 1.8033 1.6565 0.00 0.12 0.00 0.348
N -1.0017 0.4679 2.5438 0.33 0.31 0.27 -0.012
C -2.2247 -0.0817 2.7510 -0.25 0.31 0.27 0.633
O -2.5183 -1.2458 2.6019 -0.01 -0.32 -0.04 -0.631
C -3.2393 0.9418 3.2478 -0.09 0.32 -0.36 -1.070
H -2.9752 1.2537 4.2596 -0.05 -0.04 0.00 0.458
H -4.2376 0.5061 3.2554 0.12 -0.10 0.07 0.413
S -3.2569 2.4665 2.2482 -0.31 0.19 0.23 -0.183
C -4.3915 1.9971 0.9172 0.32 -0.04 0.40 -0.739
C -3.9732 0.8176 0.0658 -0.44 0.13 -0.10 0.677
O -4.7460 0.2428 -0.6526 -0.01 -0.02 -0.05 -0.608
O -2.6814 0.5271 0.1836 0.26 0.08 -0.02 -0.097
C -2.1890 -0.5876 -0.5550 -0.09 -0.72 -0.24 -0.948
C -0.8591 -0.2785 -1.2328 -0.30 -0.07 0.29 0.455
O -0.0164 -1.1382 -1.3351 -0.15 0.02 -0.07 -0.576
C -0.6705 1.0942 -1.7451 0.37 0.46 -0.31 0.430
C -1.7268 1.8842 -2.1969 0.15 -0.14 0.07 -0.195
C -1.4824 3.1632 -2.6620 -0.06 0.09 -0.07 -0.885
C -0.1915 3.6670 -2.6789 -0.01 0.00 0.00 -0.370
C 0.8661 2.8783 -2.2539 0.05 0.06 -0.03 -0.797
C 0.6307 1.5957 -1.7994 -0.20 -0.15 0.03 -0.520
H 1.4402 0.9617 -1.4713 0.06 -0.05 0.00 0.701
H 1.8747 3.2621 -2.2836 0.09 0.04 0.00 0.419
H -0.0100 4.6701 -3.0354 0.02 0.08 -0.03 0.398
H -2.3027 3.7692 -3.0176 -0.06 0.04 -0.04 0.422
H -2.7334 1.4951 -2.2259 -0.13 -0.06 0.05 0.581
H -2.0546 -1.4268 0.1358 0.01 0.16 -0.13 0.334
H -2.9299 -0.8752 -1.3133 0.17 0.03 0.10 0.689
H -5.3799 1.7979 1.3357 0.06 -0.02 -0.18 0.466
H -4.4616 2.8770 0.2743 -0.05 -0.06 -0.02 0.336
H -0.9601 1.4784 2.6171 -0.08 -0.26 -0.12 0.193
H -0.4940 -2.1542 2.2010 -0.02 -0.01 0.00 0.492
H 1.5309 -3.0759 1.1393 -0.02 -0.09 0.00 0.441
H 5.4216 -4.2417 -2.4685 0.08 -0.06 -0.08 0.388
H 3.6740 -4.2911 -2.1777 -0.05 -0.08 -0.06 0.298
H 4.4830 -2.7417 -2.4464 0.02 0.04 -0.07 0.314
```
Forces are in eV/Å.

- E_HOMO: -8.726 eV
- HOMO-LUMO gap: 8.9010 eV


3.
Formula: C29H40BaN5O6PS2
Source: the Open Molecules 2025 dataset
Level of theory: ωB97M-V/def2-TZVPD

```
84
Properties=species:S:1:pos:R:3:forces:R:3:mulliken_charge:R:1
Ba -0.3867 1.2653 1.2371 0.81 -1.83 0.85 1.182
O -0.0909 3.1625 3.4610 -0.11 0.05 -0.66 -0.445
C -0.8361 4.3781 3.2836 -0.13 0.25 0.02 -0.624
C -2.0171 4.2861 2.3129 -0.12 -0.14 0.05 -0.889
N -1.7181 3.6632 1.0343 0.77 -0.62 -0.74 0.178
C -2.8959 3.2659 0.2223 0.12 0.21 -0.23 -0.601
C -2.6712 1.9419 -0.5901 0.23 0.58 0.27 0.391
O -2.4625 1.9556 -1.7929 -0.13 0.27 -0.28 -0.693
O -2.6214 0.9037 0.1599 -0.39 -0.32 0.24 -0.805
C -0.6634 4.3598 0.2296 0.36 0.21 0.40 -0.291
C 0.8192 3.8765 0.5555 -0.75 0.19 0.48 -0.025
O 1.4979 4.4798 1.3976 -0.24 0.22 -0.06 -0.727
O 1.1286 2.7749 0.0236 0.13 -0.06 -0.56 -0.505
H 0.7692 3.3634 3.0534 0.10 0.05 0.13 0.186
H -0.1568 5.1587 2.9477 0.07 -0.01 0.03 0.368
H -1.2355 4.6573 4.2595 -0.03 0.08 0.00 0.477
H -2.3915 5.3104 2.1599 -0.02 0.04 0.15 0.322
H -2.8180 3.7099 2.7810 -0.03 -0.03 -0.04 0.470
H -3.1673 4.0737 -0.4625 -0.13 -0.01 -0.03 0.324
H -3.7213 3.0515 0.8983 -0.05 0.15 0.07 0.437
H -0.7032 5.4380 0.4123 -0.16 0.06 -0.09 0.369
H -0.8549 4.1426 -0.8194 0.00 0.06 -0.04 0.429
C 2.2199 -0.3489 -4.4461 0.03 -0.06 0.01 -0.991
C 1.0765 0.6568 -4.4609 -0.03 0.01 -0.02 -0.385
C 0.5117 0.9306 -3.0729 -0.10 -0.14 0.01 -0.957
N -0.2663 -0.2026 -2.5642 -0.09 0.00 0.13 0.528
C 0.1028 -1.0217 -1.5821 0.00 0.38 -0.55 -0.297
S 1.5420 -0.8653 -0.7573 0.20 -0.06 0.47 -0.218
N -0.7827 -2.0259 -1.2229 0.04 -0.02 0.06 0.398
C -1.7256 -2.7108 -1.9539 -0.24 -0.04 0.02 0.226
O -2.5590 -3.3920 -1.3883 0.07 0.03 -0.03 -0.563
C -1.6540 -2.6422 -3.4422 -0.06 -0.09 -0.16 -0.225
C -0.4535 -2.8570 -4.1107 -0.02 -0.01 0.00 0.208
C -0.4243 -2.8441 -5.4962 0.04 0.00 0.02 -0.695
C -1.5891 -2.6014 -6.2123 -0.01 0.00 -0.02 -0.425
C -2.7889 -2.3947 -5.5450 -0.02 0.00 -0.03 -0.643
C -2.8262 -2.4304 -4.1596 0.03 0.00 0.05 -0.353
H 2.5983 -0.5356 -5.4534 -0.02 0.01 0.03 0.376
H 1.9005 -1.3047 -4.0241 0.02 0.06 -0.02 0.053
H 3.0471 0.0115 -3.8310 -0.03 0.00 -0.03 0.341
H 0.2698 0.3096 -5.1148 0.01 -0.02 0.00 0.267
H 1.4194 1.6075 -4.8770 0.02 0.00 0.02 0.388
H -0.1639 1.7830 -3.0789 -0.07 0.06 -0.03 0.305
H 1.3067 1.1346 -2.3604 0.02 0.04 0.05 0.411
H -1.2219 -0.2551 -2.8923 0.04 0.04 0.08 0.300
H -0.7350 -2.2786 -0.2358 0.06 -0.08 0.07 -0.107
H 0.4520 -3.0405 -3.5431 -0.02 0.01 -0.02 0.594
H 0.5092 -3.0167 -6.0179 -0.03 0.00 0.02 0.420
H -1.5625 -2.5792 -7.2949 0.00 0.00 0.03 0.397
H -3.6969 -2.2132 -6.1063 0.02 0.00 0.02 0.409
H -3.7564 -2.2928 -3.6222 0.02 0.00 -0.02 0.438
C 2.1920 -0.2708 4.7925 0.03 0.01 0.11 -1.302
P 2.3950 -0.3691 2.9707 -0.51 0.09 -0.01 0.983
C 2.6068 -2.1678 2.7627 0.06 -0.14 -0.01 -1.429
C 4.0595 0.3233 2.7546 0.01 0.24 -0.13 0.398
C 4.1203 1.6671 2.3758 0.09 -0.05 -0.03 -0.520
C 5.3447 2.3018 2.2204 0.03 -0.03 0.01 -0.580
C 6.5218 1.5939 2.4237 -0.03 0.00 0.00 -0.472
C 6.4703 0.2525 2.7794 -0.01 -0.04 0.01 -0.664
C 5.2455 -0.3805 2.9446 0.07 0.00 0.05 -0.270
H 3.0257 -0.7337 5.3242 0.01 0.00 -0.01 0.411
H 1.2655 -0.7735 5.0776 0.00 0.01 -0.03 0.372
H 2.1166 0.7752 5.0938 0.01 -0.02 0.00 0.356
H 3.3186 -2.5952 3.4718 0.02 0.02 -0.02 0.440
H 2.9214 -2.3879 1.7429 0.01 0.01 -0.01 0.377
H 1.6388 -2.6476 2.9168 -0.02 0.03 -0.01 0.319
H 3.2090 2.2211 2.1677 0.04 -0.02 0.00 0.266
H 5.3741 3.3427 1.9240 0.00 -0.02 0.00 0.446
H 7.4800 2.0821 2.2937 -0.02 0.00 0.00 0.374
H 7.3869 -0.3061 2.9280 -0.02 0.02 -0.01 0.386
H 5.2257 -1.4285 3.2224 -0.02 0.05 -0.01 0.258
C -2.7876 -4.7573 2.3476 -0.03 -0.02 -0.02 -0.908
N -3.4052 -3.5856 1.7612 0.03 0.06 -0.02 0.332
C -4.6631 -3.5321 1.1844 0.10 0.02 0.01 -0.359
C -4.7982 -2.3009 0.6553 -0.13 0.06 -0.08 -0.600
N -3.6288 -1.6190 0.9068 0.12 0.07 0.12 0.449
C -2.7659 -2.4071 1.5809 -0.33 -0.02 -0.15 -0.405
S -1.1910 -2.0425 2.0914 0.21 0.22 0.06 -0.499
H -3.5671 -5.4575 2.6388 0.00 0.02 -0.02 0.335
H -2.2128 -4.4617 3.2209 0.02 0.01 0.01 0.332
H -2.1205 -5.2270 1.6245 0.01 0.00 0.03 0.297
H -5.3274 -4.3780 1.1957 0.01 0.05 0.00 0.426
H -5.6191 -1.8561 0.1192 0.07 -0.03 0.04 0.458
H -3.3844 -0.6734 0.5881 0.01 -0.10 0.01 0.265
```
Forces are in eV/Å.

- E_HOMO: -7.936 eV
- HOMO-LUMO gap: 8.1899 eV


In order of appearance, electronic energy = -327.9406; -1717.2771; -3017.7258 a.u..
In order of appearance, ΔE to the lowest compared entry with this formula, charge and spin = 46.87; 0.14; 13.92 kcal/mol.